Record 1
Entry from the OMol25 dataset: a structure of composition C34H25FeN5O6PSSe2 in a non-equilibrium geometry (the ωB97M-V functional and the def2-TZVPD basis).

CARTESIAN COORDINATES (ANGSTROEM)
Se1 -21.43919 1.70337 1.52283
Se2 -21.38167 3.88985 -1.52339
Fe1 -21.12974 0.83672 -5.05758
S1 -20.20533 -0.98808 -0.90623
P1 -20.37047 3.02526 0.23723
O1 -22.86792 1.21399 -4.32665
O2 -17.26360 0.89700 -5.25682
O3 -27.92215 -1.45494 -0.09996
O4 -23.17336 -0.96902 -4.23715
O5 -18.29684 -0.88175 -7.69142
O6 -27.17085 -2.42682 -1.86816
N1 -19.35136 0.58763 -6.20714
N2 -20.34604 -0.04921 -3.24680
N3 -27.17806 -1.55397 -1.04509
N4 -20.05127 2.96201 -5.07345
N5 -21.62074 -0.79743 -6.70726
C1 -16.73443 1.21544 0.39342
C2 -22.80011 -2.67432 -7.51766
C3 -26.16882 -0.53952 -1.27351
C4 -26.14143 0.61834 -0.51894
C5 -25.26765 1.62014 -0.84911
C6 -18.64445 5.16422 0.51214
C7 -19.21244 -0.48795 -7.00724
C8 -20.43284 -2.61220 -7.68933
C9 -19.26111 -1.67624 -2.12345
C10 -18.33712 1.33457 -5.58351
C11 -24.49733 0.34844 -2.73975
C12 -22.76349 -1.45361 -6.94368
C13 -21.62780 -3.27794 -7.91184
C14 -20.22647 4.92137 2.26250
C15 -17.23682 1.61592 -1.92764
C16 -19.78526 6.14917 2.83054
C17 -18.76850 6.88283 2.23657
C18 -20.81913 0.11859 -2.05149
C19 -17.80088 3.58491 -4.68142
C20 -23.44171 0.16629 -3.82551
C21 -24.47405 1.47844 -1.90472
C22 -18.17561 6.33050 1.07211
C23 -18.20591 4.79883 -4.19659
C24 -19.68480 4.46784 1.09906
C25 -18.45054 2.14041 -1.56093
C26 -18.76766 2.67839 -5.07221
C27 -19.56433 5.10321 -4.11911
C28 -19.48921 -1.08618 -3.32064
C29 -25.33215 -0.68597 -2.38941
C30 -16.34892 1.22922 -0.92172
C31 -20.47645 -1.35146 -7.12357
C32 -17.94847 1.72821 0.74293
C33 -18.84324 2.22103 -0.25834
C34 -20.42785 4.15031 -4.64369
H1 -17.48661 5.54219 -3.99470
H2 -21.51318 4.31082 -4.54335
H3 -21.50087 0.92019 -1.86741
H4 -16.74016 3.41028 -4.86209
H5 -19.10192 -1.50435 -4.25757
H6 -23.76286 -3.21830 -7.64578
H7 -17.34458 6.89950 0.52901
H8 -25.19014 2.47562 -0.24259
H9 -23.78293 2.29482 -2.18056
H10 -20.92413 4.27872 2.81861
H11 -21.62276 -4.27702 -8.33936
H12 -18.36893 7.82332 2.57007
H13 -19.89142 6.00681 -3.60468
H14 -23.69608 -0.97554 -6.65921
H15 -20.19891 6.59158 3.77640
H16 -19.11979 2.57130 -2.28691
H17 -25.36407 -1.63224 -2.91940
H18 -18.17706 4.69283 -0.33802
H19 -19.43850 -3.03660 -7.88117
H20 -15.99744 0.82625 1.10011
H21 -18.13935 1.79896 1.80588
H22 -17.00703 1.65724 -2.97644
H23 -15.35143 0.85621 -1.17800
H24 -18.57883 -2.47355 -2.01916
H25 -26.75640 0.67682 0.39938

Summary:
- relative energy (zero: lowest compared OMol25 entry of this formula, charge and spin) (kJ/mol) = 0.0
- 2S+1 = 5
- LUMO level (spin up / spin down) (eV) = 1.836 / 1.837
- total charge = -1

Taken from the Löwdin analysis, the atomic charges in e are: Se 0.133; Se 0.274; Fe 0.878; S 1.048; P 0.053; O -0.144; O 0.084; O 0.077; O 0.009; O 0.067; O 0.073; N 0.051; N -0.068; N -0.379; N 0.085; N 0.084; C -0.112; C -0.078; C -0.138; C 0.008; C -0.072; C -0.117; C -0.484; C -0.008; C -0.391; C -0.431; C -0.089; C -0.136; C -0.060; C -0.109; C -0.056; C -0.088; C -0.106; C -0.455; C -0.023; C -0.585; C -0.032; C -0.094; C -0.052; C -0.443; C -0.160; C -0.230; C -0.085; C -0.224; C 0.063; C -0.086; C -0.187; C -0.093; C -0.445; C -0.191; H 0.097; H 0.106; H 0.035; H 0.130; H 0.125; H 0.122; H 0.118; H 0.107; H 0.069; H 0.067; H 0.107; H 0.085; H 0.104; H 0.117; H 0.108; H 0.041; H 0.128; H 0.099; H 0.123; H 0.106; H 0.101; H 0.076; H 0.104; H 0.059; H 0.132


Record 2
Entry from the OMol25 dataset: the molecule C17H13N3O3S2 in a non-equilibrium geometry (the ωB97M-V functional and the def2-TZVPD basis).

CARTESIAN COORDINATES (ANGSTROEM)
S1 1.20505 1.51151 -0.97066
S2 -0.14347 -2.96623 -3.84365
O1 2.30646 3.32089 3.72072
O2 -1.63590 -1.09820 -2.67360
O3 0.57266 0.81789 -3.40465
N1 -2.17950 -3.20172 -2.10171
N2 1.31238 -0.92725 -2.17471
N3 1.99787 -0.75924 0.04235
C1 2.58211 -0.08594 2.33238
C2 -3.27645 0.08945 -1.23604
C3 -4.01729 -2.56725 -0.49274
C4 2.26739 2.24741 2.88454
C5 2.65271 0.95008 3.24065
C6 -2.65303 -1.02015 -1.76696
C7 -4.64630 -1.45800 0.03805
C8 -4.28495 -0.16014 -0.32177
C9 1.80405 2.51062 1.59723
C10 1.54732 -0.21363 -1.02568
C11 2.76059 3.13871 5.03989
C12 1.73550 1.47357 0.69158
C13 0.77746 -0.36681 -3.29379
C14 2.12282 0.16134 1.04559
C15 0.47945 -1.34657 -4.41622
C16 -1.42268 -2.43183 -2.80287
C17 -3.00155 -2.33784 -1.40922
H1 3.01207 0.74212 4.23563
H2 -0.24451 -0.89419 -5.09431
H3 1.48191 -1.92512 -2.12382
H4 1.51126 3.51372 1.33520
H5 3.79891 2.79260 5.06481
H6 2.12806 2.43509 5.59064
H7 -4.29087 -3.57138 -0.21511
H8 -2.98452 1.08692 -1.52075
H9 2.87863 -1.08524 2.60704
H10 2.69821 4.11965 5.50843
H11 -4.80454 0.67345 0.12515
H12 1.39368 -1.57190 -4.96726
H13 -5.44101 -1.59639 0.75563

Summary:
- relative energy (zero: lowest compared OMol25 entry of this formula, charge and spin) (kJ/mol) = 0.0
- LUMO level (eV) = 0.447
- SMILES = COc1ccc2nc(NC(=O)CSc3nc4ccccc4o3)sc2c1

Taken from the Löwdin analysis, the atomic charges in e are: S 1.143; S 1.028; O -0.087; O 0.050; O 0.014; N 0.148; N 0.101; N 0.115; C -0.011; C 0.008; C -0.008; C -0.277; C -0.024; C -0.183; C -0.089; C -0.084; C -0.014; C -0.559; C -0.092; C -0.449; C -0.568; C -0.324; C -0.332; C -0.661; C -0.219; H 0.100; H 0.097; H 0.130; H 0.120; H 0.095; H 0.095; H 0.113; H 0.120; H 0.114; H 0.092; H 0.103; H 0.094; H 0.101


Record 3
Entry from the OMol25 dataset: a cluster of 2 separate species, C7H18N2O2Si in total in a non-equilibrium geometry (the ωB97M-V functional and the def2-TZVPD basis).

CARTESIAN COORDINATES (ANGSTROEM)
Si1 -1.56470 -0.36867 -0.27971
O1 -0.01753 3.21808 0.29122
O2 -1.87879 2.35590 0.84729
N1 -0.81318 2.10090 0.34849
N2 -0.37275 1.05328 -0.06674
C1 -2.12475 -0.88087 1.49713
C2 -3.15272 0.37853 -1.07630
C3 1.92162 0.10879 1.39906
C4 2.04015 0.24499 -1.19161
C5 3.13256 1.91039 0.20501
C6 2.33325 0.81965 0.10410
C7 -1.00458 -1.79475 -1.29996
H1 2.65876 0.59454 -2.02481
H2 -3.83002 -0.37858 -0.95504
H3 3.36541 2.59045 -0.55585
H4 -1.46532 -2.75689 -1.11770
H5 -1.65522 -1.57650 2.21976
H6 -3.61441 1.31386 -0.49791
H7 -0.87650 -1.43441 -2.30431
H8 0.88926 -0.11648 1.38978
H9 2.06721 0.69424 2.27289
H10 3.17218 2.35408 1.25130
H11 -3.21882 -1.17072 1.27311
H12 -2.34438 0.05347 2.11002
H13 -3.03874 0.72344 -2.05159
H14 2.50278 -0.81575 1.43533
H15 2.11116 -0.84288 -1.12070
H16 0.94015 3.02741 0.16364
H17 1.03322 0.37446 -1.48676
H18 -0.00979 -1.93056 -1.13220

Summary:
- relative energy (zero: lowest compared OMol25 entry of this formula, charge and spin) (kJ/mol) = 186.9
- LUMO level (eV) = 0.687
- SMILES = C[Si](C)(C)/N=[N+](\[O-])O.C=C(C)C

Taken from the Löwdin analysis, the atomic charges in e are: Si 0.585; O 0.080; O 0.022; N -0.461; N -0.003; C -0.188; C -0.163; C -0.046; C -0.098; C 0.013; C -0.434; C -0.156; H 0.096; H -0.022; H 0.040; H 0.054; H 0.024; H 0.087; H 0.041; H 0.027; H 0.067; H 0.084; H 0.044; H 0.037; H -0.004; H 0.090; H 0.084; H 0.101; H 0.028; H -0.030


Record 4
Entry from the OMol25 dataset: the molecule CH5N3O in a non-equilibrium geometry (the ωB97M-V functional and the def2-TZVPD basis).

CARTESIAN COORDINATES (ANGSTROEM)
O1 2.71208 -0.36452 -0.17942
N1 1.99650 0.63877 -0.05910
N2 0.69446 0.37076 -0.14214
N3 -0.14134 1.38395 0.19864
C1 0.15670 -0.96474 -0.10544
H1 -0.31605 -1.36225 -0.90618
H2 -0.16250 2.20411 -0.39759
H3 -0.51343 -1.10160 0.73616
H4 0.97208 -1.51706 0.27119
H5 -0.14498 1.79722 1.16252

Summary:
- relative energy (zero: lowest compared OMol25 entry of this formula, charge and spin) (kJ/mol) = 332.8
- LUMO level (eV) = 0.799
- SMILES = CN(N)N=O

Taken from the Löwdin analysis, the atomic charges in e are: O -0.083; N -0.032; N -0.287; N 0.027; C -0.025; H 0.053; H 0.083; H 0.091; H 0.060; H 0.111